one | Computed, not measured: one molecule with the formula CH4N2O, with ωB97M-V with the def2-TZVPD basis set.

CARTESIAN COORDINATES (ANGSTROEM)
N (0.88382, 0.32260, 0.69043)
C (-0.27628, -0.33133, 0.27977)
N (-0.84960, 0.09978, -0.84745)
O (-0.74027, -1.36613, 0.88586)
H (1.01435, 1.22153, 0.17293)
H (1.47669, 0.13016, 1.57714)
H (-0.14764, 0.53879, -1.37778)
H (-1.36107, -0.61540, -1.38090)

Output
- SMILES string = NC(N)=O
- 2S+1 = 1

Charge distribution, Löwdin scheme, values in e:
1 N 0.104
2 C -0.651
3 N 0.136
4 O -0.050
5 H 0.102
6 H 0.155
7 H 0.072
8 H 0.132

***

two | Computed, not measured: one molecule with the formula CH4N2O, with ωB97M-V with the def2-TZVPD basis set.

CARTESIAN COORDINATES (ANGSTROEM)
H (-0.64242, -1.42488, -0.13722)
N (-1.42535, -0.74257, -0.01586)
C (-0.89511, 0.40248, -0.05076)
N (0.56750, 0.57906, 0.09320)
O (1.26708, -0.61600, -0.15407)
H (-1.44571, 1.38214, 0.00959)
H (0.96786, 1.28110, -0.46533)
H (1.60615, -0.86132, 0.72045)

Output
- SMILES string = [H]/N=C\NO
- 2S+1 = 1

Charge distribution, Löwdin scheme, values in e:
1 H 0.050
2 N 0.068
3 C -0.268
4 N -0.078
5 O -0.084
6 H 0.119
7 H 0.087
8 H 0.107

***

Order from most stable to least stable according to the calculation: one, two